{"formula": "CH5ClNOP", "method": "ωB97M-V/def2-TZVPD", "total_charge": 0, "e_tot_ev": -26462.20680, "gap_ev": [9.76, 6.22], "e_above_lowest_ev": 6.7550, "e_homo_ev": [-10.07, -7.35], "fmax_ev_per_a": 3.91, "elements": ["H", "Cl", "N", "P", "H", "H", "H", "C", "H", "O"], "positions_angstrom": [[0.1256, -0.7389, 1.7014], [-2.4984, 0.4813, -0.2127], [-3.0339, -0.8144, 0.6593], [0.2601, 2.0800, -0.2520], [-3.9768, -0.6237, 0.9717], [0.3379, 1.0655, -1.2985], [1.7797, -0.4906, 0.9918], [0.6122, -0.3731, 0.7874], [0.3227, -0.7429, -0.2327], [0.6493, 1.0173, 0.8494]], "forces_ev_per_angstrom": [[-0.384, -0.248, -0.819], [-0.387, 0.073, -0.018], [0.698, -0.697, 0.019], [-0.008, 0.023, -1.571], [-0.504, 0.517, 0.007], [-0.225, 0.770, -0.175], [-2.257, -1.205, -0.709], [3.869, -0.325, 0.462], [-0.013, 0.066, 1.218], [-0.788, 1.027, 1.586]], "mulliken_charge": [0.220, 0.031, -0.313, -0.022, 0.258, 0.033, 0.205, -0.609, 0.396, -0.199]}